(1)
{
  "formula": "C9H13HgN3S5",
  "method": "ωB97M-V/def2-TZVPD",
  "total_charge": -1,
  "homo_lumo_gap_ha": [0.2641, 0.2092],
  "e_homo_ev": [-4.53, -4.30],
  "relative_energy_kj_mol": 67.7,
  "energy_ev": -72367.0706,
  "largest_force_ev_per_a": 0.77,
  "multiplicity": 2,
  "species": ["Hg", "S", "C", "S", "S", "C", "C", "C", "C", "N", "N", "C", "H", "H", "H", "H", "H", "H", "H", "H", "S", "C", "N", "C", "C", "S", "H", "H", "H", "H", "H"],
  "coordinates": [[0.6178, -2.0780, -1.0233], [-1.9895, -3.5523, 3.8653], [-1.6126, -3.1269, 2.2817], [-0.8755, -4.2837, 1.2994], [-1.9816, -1.5946, 1.6819], [2.9037, 2.6500, 2.8463], [2.7992, 1.8841, 1.5780], [3.5190, 1.9881, 0.4072], [2.9857, 1.0111, -0.4514], [2.0110, 0.3608, 0.1591], [1.9056, 0.8911, 1.3770], [3.3776, 0.7067, -1.8515], [3.7446, 3.3367, 2.7880], [3.0565, 1.9803, 3.6919], [1.9967, 3.2268, 3.0274], [4.3211, 2.6667, 0.1972], [1.2033, 0.5421, 2.0116], [4.2843, 1.2433, -2.1204], [2.5762, 0.9962, -2.5297], [3.5372, -0.3636, -1.9695], [-1.3647, 0.1672, -3.6632], [-2.5987, -0.2307, -2.6727], [-2.7128, -1.3795, -2.0085], [-3.8775, -1.5701, -1.1771], [-4.3997, -0.1799, -0.8546], [-4.0021, 0.8069, -2.3442], [-1.8749, -1.9463, -1.8614], [-3.5975, -2.1029, -0.2681], [-4.6260, -2.1564, -1.7266], [-3.8549, 0.2509, -0.0130], [-5.4715, -0.1440, -0.6770]],
  "forces_ev_per_a": [[0.1, -0.1, -0.1], [0.2, -0.2, -0.2], [-0.1, 0.2, -0.1], [-0.2, 0.0, 0.3], [0.2, 0.1, 0.1], [-0.1, 0.0, 0.0], [0.1, 0.1, -0.1], [-0.1, 0.0, 0.2], [-0.2, 0.1, 0.4], [-0.2, -0.5, -0.5], [0.3, 0.4, 0.1], [-0.2, -0.2, -0.1], [0.0, 0.0, 0.0], [0.0, 0.0, 0.1], [0.0, 0.1, 0.1], [0.2, 0.2, 0.0], [0.0, 0.0, -0.1], [0.1, 0.0, 0.0], [0.0, 0.0, -0.1], [0.0, 0.0, -0.1], [0.4, 0.3, -0.5], [-0.2, -0.1, 0.0], [0.4, -0.1, 0.4], [-0.5, -0.3, 0.1], [0.1, 0.2, -0.2], [0.2, -0.3, 0.1], [-0.3, 0.2, -0.2], [0.0, 0.0, 0.0], [0.0, 0.1, 0.1], [-0.1, -0.1, 0.0], [0.0, -0.1, 0.1]]
}

***

(2)
{
  "formula": "C3H8OS",
  "method": "ωB97M-V/def2-TZVPD",
  "total_charge": -1,
  "homo_lumo_gap_ha": [0.1078, 0.2231],
  "e_homo_ev": [0.34, -2.82],
  "relative_energy_kj_mol": 19.9,
  "energy_ev": -16121.5741,
  "largest_force_ev_per_a": 1.54,
  "multiplicity": 2,
  "species": ["O", "C", "H", "H", "C", "C", "S", "H", "H", "H", "H", "H", "H"],
  "coordinates": [[2.5372, 0.3737, 0.0157], [1.9204, 1.1918, 0.8171], [2.1916, 1.2602, 1.8411], [1.0917, 1.8099, 0.4435], [0.0626, -1.6269, 0.1201], [-0.8277, -0.9035, -0.8748], [-1.8126, 0.3752, 0.0146], [1.0637, -1.1948, 0.1170], [-0.3974, -1.5710, 1.1093], [0.0766, -2.7011, -0.0855], [-1.5568, -1.5315, -1.3895], [-0.3163, -0.3335, -1.6476], [-2.5640, 0.8716, -0.9810]],
  "forces_ev_per_a": [[-0.1, -0.1, 0.0], [-0.2, -0.2, -1.5], [0.2, 0.2, 1.3], [0.0, 0.1, 0.2], [-0.4, -0.3, 0.0], [-0.9, 0.8, -0.6], [0.0, 0.0, 0.5], [0.1, 0.1, 0.2], [0.2, 0.2, 0.1], [0.2, 0.0, -0.3], [0.1, -0.3, 0.2], [0.5, -0.3, 0.1], [0.1, -0.2, -0.2]]
}

***

(3)
{
  "formula": "C37H42BCoF4N3O2Te",
  "method": "ωB97M-V/def2-TZVPD",
  "total_charge": -2,
  "homo_lumo_gap_ha": [0.2296, 0.2313],
  "e_homo_ev": [-1.94, -1.98],
  "energy_ev": -104095.2260,
  "largest_force_ev_per_a": 0.89,
  "multiplicity": 2,
  "species": ["Co", "C", "C", "C", "C", "C", "C", "C", "C", "C", "C", "C", "C", "N", "C", "O", "C", "C", "C", "C", "C", "N", "C", "O", "N", "C", "C", "C", "C", "C", "C", "C", "C", "C", "C", "C", "C", "H", "H", "H", "H", "H", "H", "H", "H", "H", "H", "H", "H", "H", "H", "H", "H", "H", "H", "H", "H", "H", "H", "H", "H", "H", "H", "H", "H", "H", "H", "H", "H", "H", "H", "H", "H", "H", "Te", "C", "C", "C", "C", "C", "C", "H", "H", "H", "H", "H", "F", "B", "F", "F", "F"],
  "coordinates": [[0.0917, 0.7396, -0.0116], [-2.1081, -0.9162, 2.3211], [-3.3875, -0.3038, 1.7435], [-3.4875, 1.1956, 2.0184], [-3.5731, -0.6971, 0.2864], [-4.5625, -1.6298, -0.0063], [-4.8183, -2.0443, -1.3007], [-4.0622, -1.5306, -2.3372], [-3.0536, -0.6051, -2.0968], [-2.2492, -0.0741, -3.2638], [-1.7294, -1.2028, -4.1576], [-3.0693, 0.9244, -4.0824], [-2.8128, -0.1698, -0.7760], [-1.8328, 0.8464, -0.5577], [-2.2706, 2.0902, -0.8264], [-3.4066, 2.4501, -1.1583], [-1.1688, 3.1129, -0.6988], [-1.2946, 4.4851, -0.8456], [-0.1602, 5.2653, -0.6800], [1.0610, 4.6818, -0.3747], [1.1106, 3.3026, -0.2460], [0.0131, 2.5791, -0.4244], [2.3320, 2.4834, 0.0802], [3.4295, 3.0365, 0.1874], [2.0380, 1.1757, 0.1660], [3.1625, 0.3260, 0.3697], [4.0491, 0.0787, -0.7000], [5.1170, -0.7857, -0.5026], [5.3155, -1.4151, 0.7129], [4.4470, -1.1596, 1.7594], [3.3774, -0.2847, 1.6150], [2.4835, 0.0030, 2.7988], [3.2709, 0.5342, 3.9955], [1.6575, -1.2195, 3.1904], [3.8644, 0.7119, -2.0667], [3.8058, -0.3292, -3.1870], [4.9731, 1.7273, -2.3493], [-1.8876, -0.4875, 3.3010], [-1.2522, -0.7119, 1.6800], [-2.1935, -2.0022, 2.4001], [-4.2341, -0.7673, 2.2697], [-2.6113, 1.7361, 1.6788], [-3.5552, 1.3683, 3.0946], [-4.3687, 1.6205, 1.5326], [-5.1514, -2.0281, 0.8140], [-5.6040, -2.7647, -1.5011], [-4.2502, -1.8594, -3.3548], [-1.3789, 0.4361, -2.8527], [-2.5374, -1.6685, -4.7309], [-1.2253, -1.9646, -3.5646], [-1.0059, -0.8038, -4.8732], [-3.9182, 0.4171, -4.5518], [-2.4581, 1.3561, -4.8803], [-3.4511, 1.7221, -3.4492], [-2.2675, 4.9010, -1.0659], [-0.2311, 6.3424, -0.7762], [1.9653, 5.2530, -0.2212], [5.8012, -0.9797, -1.3223], [6.1511, -2.0944, 0.8457], [4.6052, -1.6400, 2.7192], [1.7935, 0.7837, 2.4993], [3.9360, -0.2296, 4.4127], [2.5774, 0.8545, 4.7740], [3.8737, 1.3960, 3.7061], [2.3007, -2.0523, 3.4961], [1.0465, -1.5577, 2.3533], [0.9949, -0.9690, 4.0217], [2.9093, 1.2363, -2.0553], [4.7743, -0.8184, -3.3214], [3.5463, 0.1519, -4.1335], [3.0639, -1.0977, -2.9730], [5.9496, 1.2341, -2.3448], [4.9732, 2.5084, -1.5913], [4.8333, 2.1795, -3.3354], [0.6625, -1.6531, -0.9854], [-0.5760, -3.1322, -0.0897], [-0.1080, -3.8072, 1.0369], [-0.8802, -4.7607, 1.6774], [-2.1470, -5.0690, 1.2003], [-2.6225, -4.4130, 0.0734], [-1.8428, -3.4608, -0.5660], [0.8737, -3.5619, 1.4251], [-0.4936, -5.2594, 2.5596], [-2.7598, -5.8057, 1.7074], [-3.6141, -4.6266, -0.3103], [-2.2344, -2.9515, -1.4450], [-0.3404, 1.6929, 2.0756], [-0.4682, 2.4396, 3.3049], [0.7828, 2.9710, 3.6315], [-1.3959, 3.4630, 3.1119], [-0.9025, 1.5521, 4.2983]],
  "forces_ev_per_a": [[0.2, -0.5, -0.7], [0.0, 0.0, 0.0], [0.0, -0.1, 0.0], [-0.1, 0.1, 0.0], [0.1, 0.2, -0.1], [-0.1, 0.0, 0.0], [-0.1, 0.0, 0.0], [0.0, 0.0, -0.1], [0.1, 0.1, 0.3], [0.0, -0.1, -0.1], [0.0, 0.1, -0.1], [0.0, 0.0, -0.1], [-0.1, 0.0, -0.1], [-0.1, 0.2, 0.2], [-0.1, -0.2, 0.0], [0.1, 0.1, 0.0], [0.1, 0.1, 0.0], [-0.1, -0.2, 0.0], [0.0, 0.1, 0.0], [0.1, -0.2, 0.0], [-0.2, 0.2, 0.0], [0.0, 0.3, 0.2], [-0.1, -0.2, 0.0], [0.0, 0.1, 0.0], [0.0, 0.3, 0.2], [0.2, -0.1, -0.2], [-0.2, 0.0, 0.2], [0.0, 0.0, -0.1], [0.1, 0.0, 0.1], [0.0, 0.0, 0.0], [0.0, 0.1, -0.2], [0.0, 0.0, 0.0], [0.0, 0.0, 0.0], [0.0, 0.0, 0.0], [0.0, 0.0, 0.0], [0.0, 0.0, 0.0], [0.0, 0.0, 0.0], [0.0, -0.1, 0.0], [0.1, 0.1, 0.0], [0.0, 0.0, 0.0], [0.1, 0.0, 0.0], [0.0, 0.0, 0.0], [0.0, 0.0, 0.0], [0.0, 0.0, 0.0], [0.0, 0.0, 0.0], [0.0, 0.0, 0.0], [0.0, 0.0, 0.0], [0.0, 0.0, 0.0], [0.0, 0.0, 0.0], [0.0, 0.0, 0.0], [0.0, 0.0, 0.0], [0.0, 0.0, 0.0], [0.0, 0.0, 0.0], [0.0, 0.1, 0.0], [0.0, 0.0, 0.0], [0.0, 0.0, 0.0], [0.0, 0.0, 0.0], [0.0, 0.0, 0.0], [0.0, 0.0, 0.0], [0.0, 0.0, 0.0], [-0.1, 0.1, 0.0], [0.0, 0.0, 0.0], [0.0, 0.0, 0.0], [0.0, 0.0, 0.0], [0.0, 0.0, 0.0], [0.0, 0.0, 0.0], [0.0, 0.0, 0.0], [0.0, 0.0, 0.0], [0.0, 0.0, 0.0], [0.0, 0.0, 0.0], [0.0, 0.0, 0.0], [0.0, 0.0, 0.0], [0.0, 0.0, 0.0], [0.0, 0.0, 0.0], [0.0, -0.2, 0.3], [-0.1, 0.1, 0.0], [0.2, 0.1, 0.0], [-0.1, -0.1, 0.1], [-0.1, 0.0, 0.0], [0.0, -0.1, 0.0], [0.1, 0.2, -0.3], [0.0, 0.0, 0.0], [0.0, 0.0, 0.0], [0.0, 0.0, 0.0], [0.0, 0.0, 0.0], [0.1, -0.1, 0.3], [0.0, 0.0, 0.1], [0.1, -0.1, 0.0], [0.1, 0.0, 0.0], [-0.1, 0.1, 0.0], [0.0, 0.0, 0.1]]
}

***

(4)
{
  "formula": "C2H2NO2P",
  "method": "ωB97M-V/def2-TZVPD",
  "homo_lumo_gap_ha": 0.3154,
  "e_homo_ev": -10.12,
  "relative_energy_kj_mol": 135.9,
  "energy_ev": -16978.7197,
  "largest_force_ev_per_a": 4.16,
  "smiles": "O=C/C=N\\P=O",
  "species": ["O", "C", "C", "N", "P", "O", "H", "H"],
  "coordinates": [[1.7500, 0.2078, 0.6552], [0.9556, 1.0697, 0.4840], [-0.4940, 0.6115, 0.2186], [-0.6900, -0.6166, -0.0809], [-0.6834, -1.7598, -1.1828], [-0.9441, -3.0535, -0.5669], [1.3725, 2.1824, 0.3344], [-1.2667, 1.3585, 0.1384]],
  "forces_ev_per_a": [[1.1, -0.6, 0.5], [0.3, 1.3, -0.9], [0.4, -1.2, -0.6], [0.2, 4.0, 1.2], [0.2, -0.9, -1.0], [-0.2, -1.1, 0.1], [-1.5, -1.8, 0.4], [-0.5, 0.2, 0.3]]
}

***

(5)
{
  "formula": "H34MnO19P",
  "method": "ωB97M-V/def2-TZVPD",
  "total_charge": 3,
  "homo_lumo_gap_ha": [0.2401, 0.2399],
  "e_homo_ev": [-17.38, -17.38],
  "energy_ev": -80038.0728,
  "largest_force_ev_per_a": 3.20,
  "multiplicity": 6,
  "species": ["O", "H", "H", "H", "O", "H", "H", "H", "O", "H", "H", "H", "O", "H", "H", "H", "Mn", "P", "O", "O", "O", "O", "O", "H", "H", "O", "H", "H", "O", "H", "H", "O", "H", "H", "O", "H", "H", "O", "H", "H", "O", "H", "H", "O", "H", "H", "O", "H", "H", "O", "H", "H", "O", "H", "H"],
  "coordinates": [[-2.2861, -1.0628, 2.4472], [-2.7326, -1.7876, 1.9956], [-1.3912, -0.9207, 2.0461], [-2.7891, -0.2471, 2.3519], [-3.6613, -0.0061, -0.8632], [-3.9552, 0.2675, 0.0139], [-3.8059, -0.9463, -1.0250], [-2.7082, 0.2417, -0.9334], [-0.7584, -2.9407, -2.4013], [-0.0982, -3.6188, -2.5953], [-0.2169, -2.1678, -2.1279], [-1.3802, -3.2023, -1.7137], [2.5443, -2.7392, -0.7348], [3.4120, -2.5921, -1.1366], [1.9928, -1.9457, -0.8849], [2.1260, -3.5436, -1.0599], [-0.4462, 2.5366, -0.8439], [-0.0283, 0.0197, -0.2941], [0.5947, -1.0115, -1.2854], [-0.4038, -0.6586, 1.0309], [-1.2399, 0.6936, -1.0119], [0.7672, 1.2982, 0.1016], [0.0116, -3.2673, 0.9229], [0.0911, -2.3083, 0.8284], [-0.8440, -3.4816, 0.5467], [2.1821, -1.2019, 2.1777], [1.3579, -0.9485, 1.7534], [2.8343, -0.5880, 1.8307], [0.7258, 4.2136, -0.5575], [1.1392, 4.5323, 0.2508], [1.3397, 4.4588, -1.2557], [-2.2706, 3.2114, -1.6923], [-2.6527, 2.6067, -2.3325], [-2.8855, 3.9495, -1.6603], [-1.3267, -0.1031, -3.6329], [-1.0362, 0.1232, -2.7442], [-2.0143, 0.5334, -3.8376], [2.3974, 2.6954, 2.0339], [3.2328, 2.4537, 1.6275], [1.7311, 2.4066, 1.4084], [2.2289, 0.0956, -3.2107], [1.6880, -0.2350, -2.4889], [1.9149, -0.3728, -3.9871], [0.3798, -2.8568, 3.8284], [0.7805, -2.1177, 3.3651], [0.2416, -3.5202, 3.1506], [-0.0669, 0.6436, 3.3081], [0.0891, 0.3910, 2.3935], [0.1484, 1.5785, 3.3452], [-1.4188, 3.0796, 0.8791], [-1.4786, 2.6210, 1.7216], [-1.9290, 3.8845, 1.0045], [3.5086, 0.5267, 0.2940], [3.8125, 0.7154, -0.5971], [2.5524, 0.6141, 0.2502]],
  "forces_ev_per_a": [[-1.8, -0.4, 1.2], [-0.2, -0.5, 0.3], [2.0, 0.3, -1.0], [-0.2, 0.3, 0.6], [-1.6, -0.1, 0.1], [-0.7, 0.1, 0.2], [-0.4, -0.4, -0.2], [3.1, 0.7, -0.5], [-0.1, -0.6, -1.1], [-0.3, -1.0, -0.4], [0.6, 2.3, 1.0], [-0.1, -0.5, 0.2], [0.8, -0.3, 0.3], [0.8, -0.1, -0.1], [-1.3, 1.1, 0.0], [0.0, -0.5, 0.2], [0.4, 2.2, -0.6], [1.0, 0.2, 1.2], [-0.2, 0.1, 0.8], [-0.4, -0.4, -1.4], [-2.0, -1.6, -0.2], [0.7, -2.2, -0.7], [0.2, -0.6, -0.9], [-0.1, 0.1, 0.4], [-0.2, -0.3, 0.3], [-0.3, -0.4, -0.4], [0.2, 0.1, 0.2], [0.5, 0.1, 0.2], [0.2, 0.3, -0.5], [0.1, 0.0, 0.5], [0.2, 0.3, -0.3], [-0.5, -0.2, -0.4], [-0.1, 0.0, -0.4], [0.0, 0.5, 0.0], [-0.1, -0.5, 0.1], [0.0, 0.2, -0.1], [-0.1, 0.0, -0.5], [-0.5, 0.5, 0.1], [0.3, -0.1, 0.0], [0.1, -0.3, -0.1], [0.3, 0.0, 0.2], [-0.2, 0.0, -0.1], [0.0, 0.1, -0.4], [-0.7, 0.2, 0.0], [0.5, 0.0, 0.3], [0.2, -0.2, 0.0], [-1.0, 0.3, -0.2], [0.5, 0.2, 0.2], [0.5, 0.2, 0.4], [-0.8, 0.1, 1.1], [0.3, -0.2, 0.4], [-0.1, 0.4, 0.0], [0.1, -0.4, -0.1], [0.3, 0.1, -0.2], [-0.1, 0.5, -0.1]]
}

***

(6)
{
  "formula": "C6H12",
  "method": "ωB97M-V/def2-TZVPD",
  "total_charge": -1,
  "homo_lumo_gap_ha": [0.2122, 0.2073],
  "e_homo_ev": [-1.37, -1.31],
  "relative_energy_kj_mol": 213.0,
  "energy_ev": -6412.4485,
  "largest_force_ev_per_a": 2.25,
  "multiplicity": 2,
  "species": ["C", "C", "C", "C", "C", "C", "H", "H", "H", "H", "H", "H", "H", "H", "H", "H", "H", "H"],
  "coordinates": [[-0.3861, 0.0487, 2.4245], [0.5396, -0.6586, 1.4101], [-0.1296, -0.8104, 0.0940], [-0.0979, 0.1321, -0.9171], [0.5226, 1.3838, -0.9357], [-0.8140, -0.2394, -2.2246], [0.1667, 0.4126, 3.2954], [-1.2385, -0.5532, 2.7526], [-0.8369, 0.8880, 1.8863], [1.3856, 0.0284, 1.4711], [0.9054, -1.6260, 1.8010], [1.8535, -0.1995, -1.3026], [-0.8352, -1.6361, 0.0185], [1.1317, 1.7372, -0.1049], [0.6580, 1.8891, -1.8871], [-1.4800, -1.0975, -2.2869], [-1.3203, 0.6893, -2.5179], [-0.0246, -0.3885, -2.9765]],
  "forces_ev_per_a": [[-0.5, -0.1, -0.1], [-0.3, 0.4, 1.0], [-0.3, 0.4, -0.4], [-1.3, -1.8, 0.4], [0.9, 0.2, 0.0], [0.8, 1.2, -0.2], [-0.1, 0.0, 0.2], [0.1, -0.2, 0.1], [0.2, 0.2, 0.2], [0.5, -0.2, -1.0], [-0.2, 0.2, 0.0], [0.6, 0.4, -0.3], [0.2, -0.1, -0.2], [-0.2, -0.1, -0.1], [-0.1, 0.0, 0.1], [0.0, 0.0, 0.6], [-0.3, -0.3, -0.3], [-0.1, -0.1, 0.0]]
}